16 unconnected molecules or ions with the total composition C59H159N9O24, computed with ωB97M-V/def2-TZVPD.

XYZ file:
```
251
C59H159N9O24 ωB97M-V/def2-TZVPD
C 0.38 -5.63 0.57
O 1.17 -4.49 0.62
C 0.87 -3.65 1.74
C 1.77 -2.41 1.78
N 3.14 -2.82 2.12
C 3.99 -1.63 2.21
C 5.58 -1.87 2.15
O 5.82 -2.14 0.75
C 7.23 -2.41 0.63
H -0.66 -5.31 0.61
H 0.66 -6.29 1.39
H 0.62 -6.06 -0.40
H 0.74 -4.19 2.68
H -0.10 -3.22 1.51
H 1.44 -1.69 2.53
H 1.71 -1.93 0.80
H 3.57 -3.44 1.46
H 3.68 -1.13 3.13
H 3.97 -0.91 1.39
H 6.04 -2.47 2.93
H 6.14 -0.95 2.35
H 7.56 -3.41 0.91
H 7.82 -1.71 1.22
H 7.58 -2.27 -0.39
C 8.76 0.91 0.72
O 8.11 0.51 -0.52
C 6.84 1.22 -0.86
C 6.23 0.78 -2.17
N 7.02 0.94 -3.39
C 6.28 0.52 -4.53
C 7.16 0.62 -5.83
O 6.48 0.20 -7.02
C 5.37 0.97 -7.41
H 8.17 0.93 1.64
H 9.13 1.93 0.58
H 9.57 0.19 0.79
H 7.02 2.30 -0.82
H 6.07 1.11 -0.10
H 5.30 1.34 -2.30
H 5.93 -0.26 -2.07
H 7.95 0.56 -3.33
H 5.40 1.16 -4.61
H 5.99 -0.47 -4.17
H 8.07 0.09 -5.54
H 7.58 1.62 -5.96
H 5.65 2.02 -7.58
H 4.60 1.01 -6.64
H 5.00 0.58 -8.35
C 4.14 5.29 -7.99
O 3.85 4.24 -6.99
C 3.65 4.76 -5.67
C 3.19 3.64 -4.73
N 1.76 3.23 -4.90
C 0.80 4.21 -4.49
C 0.78 4.57 -2.95
O -0.15 5.60 -2.77
C -0.27 6.07 -1.43
H 5.04 5.82 -7.68
H 3.35 6.00 -8.21
H 4.38 4.76 -8.91
H 2.91 5.56 -5.70
H 4.53 5.29 -5.31
H 3.28 4.00 -3.71
H 3.74 2.69 -4.74
H 1.61 3.15 -5.90
H -0.14 3.70 -4.75
H 0.83 5.17 -4.99
H 1.73 4.76 -2.45
H 0.31 3.72 -2.45
H 0.59 6.74 -1.37
H -0.16 5.22 -0.76
H -1.20 6.62 -1.32
C -8.16 2.42 -5.86
O -7.60 2.79 -4.63
C -7.26 4.16 -4.50
C -6.49 4.37 -3.14
N -5.14 3.93 -3.35
C -4.36 3.95 -2.09
C -2.97 3.28 -2.32
O -3.18 2.00 -2.85
C -1.97 1.24 -3.00
H -7.46 2.04 -6.60
H -8.72 3.24 -6.32
H -8.85 1.58 -5.72
H -8.14 4.81 -4.54
H -6.57 4.53 -5.26
H -6.96 3.72 -2.39
H -6.54 5.44 -2.94
H -5.11 2.97 -3.67
H -5.02 3.60 -1.28
H -4.16 4.97 -1.78
H -2.37 3.29 -1.41
H -2.44 3.90 -3.04
H -2.26 0.20 -3.15
H -1.37 1.36 -2.10
H -1.34 1.58 -3.82
C 3.71 5.87 8.98
O 4.54 5.02 8.23
C 3.87 4.07 7.39
C 2.86 4.61 6.35
N 3.61 5.05 5.17
C 2.80 5.65 4.16
C 1.78 4.69 3.59
O 0.61 4.66 4.35
C -0.38 3.74 3.84
H 2.83 5.38 9.38
H 3.42 6.79 8.48
H 4.24 6.21 9.88
H 3.35 3.29 7.95
H 4.67 3.50 6.91
H 2.25 5.42 6.75
H 2.13 3.85 6.08
H 4.34 5.63 5.57
H 3.40 6.05 3.35
H 2.30 6.54 4.56
H 2.24 3.70 3.51
H 1.47 4.94 2.58
H -0.02 2.72 3.86
H -0.71 3.91 2.81
H -1.30 3.78 4.42
C -2.25 -0.02 5.34
O -2.75 1.05 4.52
C -3.64 1.93 5.14
C -4.93 1.19 5.52
N -5.50 0.57 4.28
C -6.65 -0.33 4.64
C -7.20 -0.93 3.28
O -6.15 -1.72 2.67
C -6.60 -2.54 1.63
H -1.72 0.37 6.21
H -1.59 -0.59 4.69
H -3.07 -0.67 5.66
H -3.89 2.77 4.50
H -3.09 2.51 5.88
H -5.65 1.89 5.95
H -4.89 0.35 6.22
H -4.86 0.02 3.73
H -7.44 0.08 5.27
H -6.22 -1.17 5.19
H -7.54 -0.12 2.63
H -8.12 -1.48 3.47
H -5.82 -3.24 1.33
H -6.79 -1.91 0.75
H -7.47 -3.16 1.86
C 2.21 1.08 -2.40
O 1.73 0.87 -1.08
C 1.83 1.94 -0.18
C 1.04 1.47 1.04
N -0.37 1.29 0.75
C -1.04 0.61 1.86
C -2.39 0.18 1.37
O -2.25 -1.08 0.69
C -3.44 -1.77 0.37
H 3.12 1.67 -2.54
H 1.46 1.70 -2.88
H 2.39 0.17 -2.98
H 1.43 2.84 -0.64
H 2.90 1.97 0.05
H 1.07 2.28 1.77
H 1.55 0.64 1.54
H -0.46 0.72 -0.08
H -1.08 1.40 2.61
H -0.47 -0.21 2.30
H -2.95 0.87 0.73
H -2.97 0.02 2.28
H -3.85 -2.31 1.22
H -3.28 -2.60 -0.32
H -4.18 -1.07 -0.03
C -3.44 -6.35 1.06
O -4.79 -6.62 1.54
C -5.86 -6.24 0.64
C -6.20 -7.49 -0.22
N -6.97 -8.40 0.69
C -7.38 -9.67 0.03
C -8.63 -9.42 -0.81
O -8.74 -10.51 -1.75
C -9.90 -10.47 -2.58
H -3.19 -6.94 0.19
H -2.72 -6.67 1.82
H -3.33 -5.27 0.90
H -5.61 -5.47 -0.09
H -6.72 -5.89 1.21
H -5.32 -7.95 -0.67
H -6.90 -7.15 -0.98
H -6.45 -8.65 1.52
H -7.54 -10.32 0.90
H -6.60 -10.18 -0.53
H -8.56 -8.52 -1.41
H -9.58 -9.37 -0.27
H -10.88 -10.46 -2.11
H -9.93 -11.42 -3.13
H -9.87 -9.63 -3.27
C -5.82 1.86 0.97
O -6.32 2.31 2.23
H -5.91 0.78 0.87
H -6.51 2.16 0.18
H -4.82 2.17 0.66
H -6.09 1.61 2.85
C 1.24 -0.48 5.72
O 2.67 -0.42 5.88
H 1.04 -0.66 4.67
H 0.82 -1.19 6.44
H 0.87 0.50 6.01
H 2.97 -1.29 5.61
C 6.19 4.52 0.90
O 4.89 3.93 1.08
H 6.15 4.96 -0.09
H 6.47 5.23 1.69
H 6.96 3.76 0.83
H 4.73 3.78 2.01
C 1.47 -0.82 -5.94
O 2.49 -1.01 -6.90
H 1.19 0.19 -5.66
H 0.61 -1.40 -6.28
H 1.74 -1.33 -5.01
H 2.23 -0.69 -7.76
C 4.32 1.74 4.22
O 4.71 2.99 3.67
H 4.06 1.65 5.28
H 3.39 1.52 3.70
H 5.07 0.99 3.98
H 4.26 3.65 4.20
C -4.70 -3.82 4.78
O -4.02 -2.91 3.96
H -5.49 -3.36 5.38
H -5.18 -4.59 4.19
H -4.03 -4.31 5.49
H -4.61 -2.21 3.66
C -0.38 -2.63 -1.97
O -0.09 -2.39 -3.38
H -1.36 -2.25 -1.68
H -0.35 -3.68 -1.67
H 0.31 -2.12 -1.30
H 0.79 -2.73 -3.55
C 4.34 -2.41 -2.53
C 3.54 -3.42 -1.69
C 2.84 -4.52 -2.60
O 2.00 -3.97 -3.63
C 1.42 -4.87 -4.59
N 4.43 -4.06 -0.68
H 4.78 -1.75 -1.79
H 3.66 -1.88 -3.20
H 5.13 -2.92 -3.09
H 2.78 -2.91 -1.09
H 2.34 -5.21 -1.92
H 3.63 -5.07 -3.12
H 0.76 -4.39 -5.32
H 0.77 -5.53 -4.01
H 2.03 -5.51 -5.24
H 5.08 -4.74 -1.05
H 4.98 -3.34 -0.24
```

The HOMO-LUMO gap is 0.3188 hartree. As for the largest force on an atom: 2.96 eV/A. For the HOMO energy, the calculation gives -8.157 eV. The total energy is -4641.23623 Eh. Its total charge is 0. The value obtained for the LUMO energy is 0.518 eV.

A molecular structure, C59H35Cl4N6O2OsS, computed with ωB97M-V/def2-TZVPD.

XYZ file:
```
108
C59H35Cl4N6O2OsS ωB97M-V/def2-TZVPD
Os 0.13 -0.22 -0.27
Cl 6.18 -3.41 -6.85
C 5.09 -2.81 -5.64
C 4.12 -3.65 -5.13
C 3.25 -3.17 -4.16
C 3.35 -1.86 -3.70
C 4.32 -1.03 -4.24
C 5.20 -1.50 -5.21
C 2.41 -1.33 -2.65
C 2.85 -1.19 -1.37
C 4.13 -1.73 -0.91
C 4.11 -1.76 0.42
C 2.81 -1.22 0.86
C 2.35 -1.36 2.14
C 3.25 -1.94 3.18
C 3.12 -3.27 3.59
C 3.96 -3.80 4.57
C 4.93 -2.99 5.13
Cl 5.99 -3.65 6.34
C 5.08 -1.67 4.75
C 4.23 -1.15 3.77
C 1.13 -0.78 2.58
N 0.35 -0.02 1.75
C -0.30 0.88 2.55
C -0.70 2.16 2.08
C -1.14 3.16 3.11
C -0.20 4.00 3.71
C -0.57 4.90 4.69
C -1.90 4.96 5.09
Cl -2.38 6.07 6.33
C -2.85 4.14 4.50
C -2.47 3.24 3.52
C -0.48 2.57 0.80
C -0.76 3.94 0.34
C -0.73 3.94 -0.99
C -0.43 2.57 -1.42
N -0.14 1.79 -0.29
C -0.65 2.13 -2.70
C -0.31 0.83 -3.11
C -0.14 0.40 -4.47
C 0.78 -0.60 -4.46
C 1.16 -0.79 -3.10
N 0.37 -0.04 -2.29
C -1.12 3.09 -3.74
C -2.42 3.01 -4.23
C -2.85 3.86 -5.23
C -1.97 4.80 -5.75
Cl -2.50 5.87 -7.01
C -0.67 4.91 -5.27
C -0.25 4.04 -4.27
C -0.14 0.49 3.92
C 0.76 -0.53 3.94
N 2.11 -0.75 -0.26
H 4.05 -4.67 -5.48
H 2.49 -3.83 -3.75
H 4.40 0.00 -3.89
H 5.96 -0.85 -5.63
H 4.91 -2.08 -1.57
H 4.86 -2.14 1.09
H 2.36 -3.89 3.14
H 3.86 -4.83 4.88
H 5.84 -1.05 5.20
H 4.34 -0.11 3.47
H 0.84 3.94 3.40
H 0.16 5.55 5.16
H -3.89 4.20 4.82
H -3.21 2.60 3.05
H -1.01 4.76 1.00
H -0.94 4.75 -1.66
H -0.61 0.87 -5.33
H 1.20 -1.12 -5.31
H -3.10 2.27 -3.81
H -3.86 3.81 -5.61
H 0.00 5.65 -5.68
H 0.76 4.11 -3.89
H -0.58 1.00 4.76
H 1.19 -1.03 4.80
O -2.70 1.94 -0.51
S -3.22 0.61 -0.42
O -4.11 0.18 -1.45
N -1.97 -0.49 -0.26
C -2.39 -1.86 -0.21
C -3.68 -2.36 -0.13
C -3.96 -3.73 -0.11
C -2.98 -4.66 -0.16
C -1.65 -4.21 -0.22
C -0.57 -5.12 -0.28
C 0.71 -4.64 -0.33
C 0.92 -3.27 -0.32
N -0.06 -2.38 -0.28
C -1.36 -2.83 -0.24
C -4.03 0.55 1.15
C -3.40 0.06 2.29
C -4.05 0.16 3.51
C -5.30 0.75 3.59
C -5.93 1.23 2.44
C -5.29 1.14 1.21
H -4.52 -1.70 -0.11
H -5.00 -4.04 -0.05
H -3.19 -5.72 -0.15
H -0.77 -6.18 -0.29
H 1.56 -5.31 -0.38
H 1.92 -2.90 -0.35
H -2.42 -0.40 2.21
H -3.57 -0.23 4.40
H -5.81 0.82 4.54
H -6.91 1.69 2.51
H -5.76 1.51 0.31
```

The HOMO-LUMO gap (alpha / beta) is 0.1841 / 0.1847 hartree. The calculation puts the relative energy (zero: lowest compared OMol25 entry of this formula, charge and spin) at 0.0 kJ/mol. As for the largest force on an atom: 0.55 eV/A. The spin multiplicity is 5. For the HOMO energy (alpha / beta), the calculation gives -8.572 / -10.663 eV. The total energy is -5077.81204 Eh. Its total charge is +1. The value obtained for the LUMO energy (alpha / beta) is -3.562 / -5.638 eV.

A molecular structure, C59H43Cl4GeIN7O6Sn, computed with ωB97M-V/def2-TZVPD.

XYZ file:
```
122
C59H43Cl4GeIN7O6Sn ωB97M-V/def2-TZVPD
Sn 0.05 0.33 0.04
Cl 7.02 -0.05 0.69
C 5.42 -0.13 -0.01
C 4.37 -0.56 0.78
C 3.08 -0.65 0.27
N 1.95 -0.89 1.03
C 2.03 -1.55 2.18
O 2.83 -2.45 2.50
C 1.09 -1.06 3.27
C 1.00 -1.77 4.47
C 0.28 -1.23 5.51
C -0.32 0.01 5.34
C -0.20 0.63 4.11
N 0.48 0.11 3.09
C 2.86 -0.31 -1.08
C 3.91 0.14 -1.85
C 5.19 0.23 -1.33
Cl 6.48 0.81 -2.35
N 1.52 -0.40 -1.52
C 1.32 -0.78 -2.78
O 2.18 -1.13 -3.60
C -0.11 -0.81 -3.29
C -0.31 -0.98 -4.65
C -1.60 -1.04 -5.14
C -2.65 -0.94 -4.25
C -2.37 -0.78 -2.91
N -1.12 -0.71 -2.43
H 4.55 -0.81 1.82
H 1.53 -2.71 4.54
H 0.20 -1.76 6.46
H -0.89 0.48 6.13
H -0.68 1.59 3.92
H 3.74 0.41 -2.88
H 0.57 -1.07 -5.28
H -1.78 -1.17 -6.20
H -3.68 -0.99 -4.58
H -3.16 -0.68 -2.18
Cl -4.71 5.80 -1.75
C -4.22 5.20 -0.18
C -5.20 5.16 0.79
C -4.91 4.76 2.08
C -3.61 4.39 2.38
C -2.64 4.40 1.40
Cl -1.05 3.86 1.81
C -2.89 4.83 0.07
N -1.85 4.91 -0.80
C -1.88 5.10 -2.22
C -1.42 6.31 -2.71
C -1.37 6.54 -4.08
C -1.77 5.54 -4.95
C -2.22 4.33 -4.44
C -2.29 4.08 -3.08
C -2.83 2.77 -2.58
C -2.06 2.09 -1.43
O -0.80 2.04 -1.57
O -2.74 1.59 -0.52
H -6.21 5.45 0.51
H -5.68 4.72 2.83
H -3.34 4.05 3.37
H -0.95 4.61 -0.44
H -1.11 7.07 -2.01
H -1.01 7.49 -4.46
H -1.73 5.70 -6.02
H -2.52 3.54 -5.13
H -2.80 2.06 -3.41
H -3.87 2.88 -2.27
C -0.38 -3.87 1.73
Ge -0.76 -2.72 0.16
C 0.24 -3.61 -1.27
C -0.26 -3.71 -2.57
C 0.49 -4.30 -3.58
C 1.76 -4.78 -3.31
C 2.28 -4.67 -2.03
C 1.53 -4.08 -1.02
C -2.69 -3.01 -0.24
C -3.48 -1.89 -0.25
C -4.89 -1.97 -0.41
C -5.49 -3.18 -0.55
C -4.72 -4.37 -0.56
C -5.33 -5.64 -0.72
C -4.58 -6.78 -0.77
C -3.18 -6.70 -0.67
C -2.56 -5.49 -0.50
C -3.31 -4.28 -0.43
H -0.48 -4.91 1.42
H -1.07 -3.70 2.56
H 0.64 -3.71 2.09
H -1.26 -3.34 -2.79
H 0.08 -4.36 -4.58
H 2.36 -5.22 -4.10
H 3.29 -5.02 -1.81
H 1.97 -3.97 -0.03
H -3.04 -0.91 -0.11
H -5.47 -1.05 -0.41
H -6.57 -3.26 -0.65
H -6.41 -5.68 -0.82
H -5.06 -7.74 -0.89
H -2.58 -7.60 -0.73
H -1.48 -5.43 -0.46
O 2.74 2.52 2.10
C 2.14 2.74 1.06
O 1.40 1.93 0.40
C 2.29 4.10 0.40
C 2.02 4.25 -0.96
C 2.21 5.48 -1.57
C 2.63 6.58 -0.82
C 2.87 6.43 0.54
C 2.72 5.19 1.14
H 1.67 3.39 -1.52
H 2.03 5.59 -2.63
H 2.76 7.54 -1.30
H 3.19 7.28 1.13
H 2.94 5.03 2.19
I -6.90 -0.16 2.96
C -4.88 -0.53 2.83
C -4.21 -1.62 3.33
N -2.92 -1.44 2.98
N -2.71 -0.32 2.28
C -3.90 0.25 2.18
H -4.55 -2.48 3.87
H -2.14 -2.05 3.16
H -4.00 1.16 1.62
```

The HOMO-LUMO gap (alpha / beta) is 0.1747 / 0.2025 hartree. The calculation puts the relative energy (zero: lowest compared OMol25 entry of this formula, charge and spin) at 13.1 kJ/mol. As for the largest force on an atom: 0.79 eV/A. The spin multiplicity is 2. For the HOMO energy (alpha / beta), the calculation gives -1.646 / -2.402 eV. The total energy is -7538.78274 Eh. Its total charge is -2. The value obtained for the LUMO energy (alpha / beta) is 3.107 / 3.107 eV.

Which of these has the lowest largest force on an atom? C59H35Cl4N6O2OsS